ORCA calculation (ωB97M-V with the def2-TZVPD basis set) on a structure of composition C40H39AsNO7P2STeTi.

Each line ends with the Mulliken charge.
CARTESIAN COORDINATES (ANGSTROEM)
Ti1 -1.01 0.42 0.00  -0.072
Te1 3.95 -0.81 0.94  0.135
C1 3.70 -2.83 1.52  0.081
C2 3.73 -3.87 0.60  -0.120
C3 3.47 -5.16 1.04  -0.603
N1 3.20 -5.47 2.31  -0.637
C4 3.21 -4.48 3.19  -0.486
C5 3.46 -3.15 2.85  0.058
C6 1.93 -0.41 0.56  -1.890
P1 1.36 0.27 -0.91  2.702
C7 1.50 -0.89 -2.30  0.577
C8 1.65 -2.25 -2.03  -0.670
C9 1.76 -3.15 -3.07  -0.710
C10 1.73 -2.71 -4.38  -0.739
C11 1.58 -1.36 -4.66  -0.923
C12 1.46 -0.45 -3.62  -0.266
C13 2.32 1.73 -1.43  0.600
C14 3.44 1.59 -2.26  -0.671
C15 4.25 2.68 -2.51  -0.750
C16 3.97 3.91 -1.93  -0.701
C17 2.87 4.05 -1.09  -1.030
C18 2.06 2.96 -0.84  -0.057
P2 0.75 0.07 1.74  2.763
C19 1.23 1.39 2.87  0.218
C20 0.85 2.71 2.64  -0.136
C21 1.31 3.73 3.46  -1.039
C22 2.16 3.43 4.52  -0.640
C23 2.55 2.12 4.75  -0.726
C24 2.08 1.10 3.94  -0.548
C25 0.25 -1.32 2.77  0.936
C26 0.36 -2.61 2.25  -0.685
C27 -0.10 -3.70 2.97  -1.030
C28 -0.68 -3.51 4.21  -0.733
C29 -0.80 -2.23 4.74  -0.699
C30 -0.35 -1.13 4.02  -0.591
H1 3.95 -3.69 -0.44  0.518
H2 3.47 -5.99 0.34  0.401
H3 3.01 -4.75 4.22  0.441
H4 3.44 -2.39 3.62  0.335
H5 1.68 -2.59 -1.00  0.096
H6 1.88 -4.21 -2.85  0.501
H7 1.83 -3.42 -5.20  0.418
H8 1.56 -1.01 -5.68  0.441
H9 1.37 0.61 -3.84  0.656
H10 3.67 0.63 -2.70  0.440
H11 5.12 2.57 -3.15  0.461
H12 4.61 4.76 -2.13  0.411
H13 2.66 5.01 -0.63  0.483
H14 1.22 3.07 -0.16  0.212
H15 0.17 2.94 1.83  0.323
H16 0.99 4.75 3.29  0.473
H17 2.52 4.23 5.16  0.401
H18 3.22 1.89 5.57  0.459
H19 2.39 0.08 4.13  0.371
H20 0.83 -2.75 1.28  0.363
H21 0.01 -4.69 2.56  0.548
H22 -1.03 -4.36 4.78  0.472
H23 -1.26 -2.08 5.70  0.464
H24 -0.47 -0.14 4.43  0.496
O1 -3.52 3.93 0.38  -0.659
As1 -3.15 2.40 1.15  0.848
O2 -3.08 2.50 2.75  -0.739
O3 -1.58 2.08 0.36  0.112
C31 -4.39 1.25 0.19  -0.001
C32 -5.44 1.90 -0.45  -0.501
C33 -6.43 1.19 -1.11  -0.685
C34 -6.40 -0.19 -1.14  -0.753
C35 -5.36 -0.87 -0.51  -0.813
C36 -4.36 -0.15 0.13  0.477
S1 -3.04 -1.10 0.82  1.501
O4 -3.52 -2.31 1.37  -0.660
O5 -2.31 -0.11 1.65  -0.593
O6 -2.01 -1.28 -0.29  -0.674
H25 -3.47 4.64 1.04  0.333
H26 -5.49 2.98 -0.41  0.613
H27 -7.24 1.73 -1.58  0.430
H28 -7.19 -0.75 -1.63  0.450
H29 -5.33 -1.95 -0.51  0.543
C37 -1.25 3.11 -2.39  -1.304
C38 -1.66 1.85 -3.10  -0.774
O7 -1.75 0.68 -2.24  1.005
C39 -2.59 -0.32 -2.90  -0.273
C40 -2.14 -0.71 -4.29  -1.351
H30 -1.15 3.89 -3.15  0.534
H31 -0.28 3.01 -1.91  0.242
H32 -1.98 3.44 -1.66  0.095
H33 -0.96 1.61 -3.90  0.202
H34 -2.64 1.98 -3.55  0.671
H35 -3.61 0.09 -2.91  0.322
H36 -2.57 -1.19 -2.27  0.237
H37 -2.80 -1.51 -4.64  0.470
H38 -1.12 -1.09 -4.28  0.217
H39 -2.21 0.10 -5.02  0.376

Results
* energy relative to the best compared isomer or geometry (same formula, charge and spin): 32.2 kJ/mol
* spin multiplicity: 1
* total charge: +1
* HOMO-LUMO gap: 0.239 hartree
* energy: -6563.10218 a.u.